Record 1
{"formula": "C4H31N2O11S", "method": "ωB97M-V with the def2-TZVPD basis set", "symbols": ["O", "S", "H", "H", "O", "H", "C", "H", "O", "H", "H", "H", "O", "H", "H", "N", "H", "H", "O", "N", "H", "H", "O", "H", "H", "O", "H", "C", "O", "H", "H", "H", "H", "H", "H", "H", "H", "C", "O", "O", "H", "C", "H", "O", "H", "H", "H", "H", "H"], "positions_angstrom": [[-0.998787, 1.723326, -0.652553], [-1.349290, -0.254310, 4.049511], [-1.326655, -0.233429, 1.611702], [1.007965, -0.079595, -3.859527], [-1.815112, -0.010422, -3.384181], [-0.910941, -1.725781, 2.258159], [-0.716863, -0.659781, 2.408606], [1.490966, 1.349829, -0.625176], [-3.842584, 1.339907, 0.089826], [0.099448, 3.017846, 0.272174], [-2.057450, -0.074045, -2.383367], [-3.348838, 1.577328, 0.889796], [-2.883856, 2.905259, -2.334917], [2.996882, 1.201385, 1.149660], [-3.113326, -1.222226, -1.085911], [1.600227, -1.533541, 2.649914], [-1.351730, 0.804811, -0.677355], [1.920831, -0.714821, 0.320959], [-0.427659, -2.398632, -2.853989], [1.135505, 1.195276, 0.310886], [4.096029, 0.175993, -2.858457], [4.495118, -2.116445, 0.258533], [-1.274413, -2.587398, 0.538472], [0.358365, -0.713114, -0.023753], [2.287509, -1.382845, 3.358316], [0.877160, 0.465652, -3.078755], [1.059081, 0.534254, 2.680260], [0.777431, -0.405236, 2.206089], [3.480860, -0.007906, -2.124991], [-2.385102, 0.762181, -3.566782], [-0.447402, 0.660930, 4.463293], [-0.520997, 1.738790, 1.382139], [3.902160, 2.477800, 1.069974], [-3.307003, 0.548345, -0.228724], [-0.092656, 0.607258, -3.012310], [-1.812374, -3.253852, 0.072730], [-0.922800, -2.478294, -2.043140], [1.028576, -0.225634, 0.702899], [4.823469, -1.873667, -0.593814], [-2.362112, -0.604823, -0.912555], [2.606172, 0.297564, -2.464849], [-0.064823, 1.948538, 0.410081], [-3.593777, 2.639139, -1.732956], [3.535570, 1.832919, 1.671998], [1.027922, -2.353731, 2.666864], [-0.685128, -1.566479, -3.305494], [-1.362882, -1.725371, 0.044018], [-2.137325, 2.823596, -1.731938], [4.029135, -1.403120, -0.906092]], "atomic_forces_ev_per_a": [[0.158, -0.434, 0.075], [-0.140, 0.114, 0.448], [0.041, 0.505, 0.263], [-0.241, -0.078, 0.029], [-0.900, 1.243, 0.850], [0.118, 0.223, 0.358], [0.131, -0.426, 0.143], [0.145, -0.535, -0.064], [0.254, -0.270, 0.475], [0.439, 0.002, 0.499], [0.325, -0.952, -0.466], [-0.333, 0.162, -0.261], [-0.480, 0.135, -0.103], [0.201, 1.009, 0.166], [0.958, 0.782, 0.215], [-0.540, 0.640, -0.583], [0.080, 0.357, 0.195], [0.683, 0.115, 0.813], [0.567, -0.017, -1.076], [0.127, 0.311, 0.215], [-0.293, -0.195, 0.617], [0.140, -0.568, 1.162], [0.014, -0.784, -0.536], [-0.763, -0.133, 0.829], [-0.210, -0.108, 0.446], [0.323, 0.403, 0.017], [0.263, -0.028, 0.141], [0.207, -0.570, -1.050], [-0.267, 0.615, -0.876], [0.474, -0.183, -0.430], [-0.082, -0.128, -0.343], [-0.072, 0.259, -0.009], [-0.077, -0.045, -0.371], [-0.302, 0.342, -0.183], [0.182, -0.215, -0.136], [0.357, 0.705, 0.184], [-0.291, 0.503, 0.257], [0.094, 0.656, -2.310], [-0.526, 0.293, -0.436], [-0.699, -0.718, -0.171], [0.288, -0.328, 0.356], [-0.712, 0.088, -0.512], [-0.082, -0.123, -0.041], [0.153, -0.672, 0.515], [0.322, -0.516, 0.575], [-0.285, -0.722, 0.822], [-0.791, -0.673, -0.069], [0.495, -0.232, 0.059], [0.549, 0.194, -0.698]], "e_homo_ev": -6.2239, "de_lowest_kcal_mol": 0.0, "total_charge": -1, "lumo_ev": 2.68, "e_tot_ha": -1506.407191, "max_force_ev_per_a": 2.4, "homo_lumo_gap_ev": 8.91}

Record 2
{"formula": "C7H11NSi", "method": "ωB97M-V with the def2-TZVPD basis set", "symbols": ["H", "C", "C", "H", "H", "Si", "N", "H", "H", "H", "H", "C", "C", "C", "H", "C", "H", "H", "C", "H"], "positions_angstrom": [[-3.394006, -0.930784, 0.626321], [-2.381830, -0.939644, 0.857662], [0.261902, 0.034373, -0.216871], [-2.987328, 1.961873, -0.901599], [-1.799455, -0.746454, -1.642661], [-1.584405, 0.046447, -0.516168], [-2.341439, 1.491142, -0.377722], [0.464072, -1.661217, -1.623404], [-2.453274, 1.858839, 0.481324], [3.042977, -1.720881, -1.299212], [2.983481, 1.584913, 1.348686], [1.090657, -1.098278, -0.829450], [2.452114, -1.036196, -0.756804], [2.362396, 0.967818, 0.663488], [-2.019052, -2.061991, 0.840590], [3.082341, -0.022335, -0.037350], [-2.249022, -0.624390, 1.919195], [4.190030, -0.041878, 0.141158], [0.908559, 1.086843, 0.370161], [0.371280, 1.851793, 0.952660]], "atomic_forces_ev_per_a": [[-2.118, -0.178, -0.256], [2.690, -2.547, 1.115], [0.336, 1.118, -0.382], [-1.493, 0.987, -2.302], [-0.436, -0.559, -1.910], [1.470, -1.815, 2.671], [0.632, 0.522, -1.846], [1.662, 0.548, 1.326], [-0.071, 1.169, 3.791], [0.664, -0.796, -0.393], [-1.217, -0.207, -0.412], [-3.901, 0.041, -1.324], [2.381, 1.654, 1.203], [-2.349, 2.368, 1.076], [-0.711, 2.012, -0.008], [2.072, -3.533, -1.751], [0.025, 0.100, -0.844], [-1.134, -0.070, -0.673], [1.432, -0.686, 1.715], [0.066, -0.131, -0.797]], "e_homo_ev": [-5.1588, -9.2623], "de_lowest_kcal_mol": 0.0, "s_squared": 2.04, "lumo_ev": [0.83, -2.31], "spin_multiplicity": 3, "e_tot_ha": -617.418323, "max_force_ev_per_a": 4.5, "homo_lumo_gap_ev": [5.99, 6.95]}